No. 1
{
  "formula": "C23H22F22N3O4S",
  "method": "wB97M-V/def2-TZVPD",
  "e_lumo_ha": -0.2054,
  "spin_multiplicity": 1,
  "de_lowest_kj_mol": 140.1,
  "charge": 1,
  "orbital_gap_ev": 5.172,
  "energy_ev": -107477.644,
  "symbols": ["S", "F", "F", "F", "F", "F", "F", "F", "F", "F", "F", "F", "F", "F", "F", "F", "F", "F", "F", "F", "F", "F", "F", "O", "O", "O", "O", "N", "N", "N", "C", "C", "C", "C", "C", "C", "C", "C", "C", "C", "C", "C", "C", "C", "C", "C", "C", "C", "C", "C", "C", "C", "C", "H", "H", "H", "H", "H", "H", "H", "H", "H", "H", "H", "H", "H", "H", "H", "H", "H", "H", "H", "H", "H", "H"],
  "coordinates": [[6.7749, 1.5504, -0.3808], [-3.0552, 0.8312, -2.4145], [9.4270, 2.4548, -3.2363], [-2.1831, -0.1081, 0.0458], [-3.9137, 2.4982, -4.5109], [-5.1845, 2.8728, -2.2013], [-2.8264, 2.9261, -0.5855], [-4.9302, -0.7830, -0.1502], [8.0801, 3.8894, -2.2760], [-5.0712, 0.6379, -4.9596], [8.1334, 0.4038, -2.3471], [6.5824, 1.8230, -3.0380], [-0.3283, 1.7085, -0.9972], [-1.0269, 1.4416, 2.1275], [-4.6638, -0.6350, -2.5209], [-3.5364, 0.3055, 1.6802], [-6.0507, 2.5428, -4.7346], [-5.4936, 1.2888, 0.0421], [-0.1513, 3.7966, -0.3644], [-6.5567, 1.2086, -2.5640], [9.4456, 2.6519, -1.0903], [-1.3248, 3.5671, 1.8347], [-3.5975, 2.8148, 1.4436], [3.2232, -4.5044, -2.6224], [-3.7080, -2.0968, 5.5311], [6.4668, 2.8969, 0.0439], [7.7085, 0.8989, 0.5019], [-5.6255, -0.8682, 5.4201], [5.3526, -0.6441, -0.9017], [4.2920, -1.4019, -0.8570], [1.6103, 0.7679, 0.9367], [3.1732, -0.9562, -0.2752], [-1.3021, 2.3729, 1.1660], [-2.7579, 2.2030, 0.5593], [1.2650, 2.2857, 0.7128], [-0.1576, 2.5038, 0.1078], [-3.2169, 0.7099, 0.4125], [2.9349, 0.3235, 0.3105], [-4.3319, 0.5909, -2.0075], [7.5157, 1.5808, -2.0876], [4.3616, -2.7701, -1.4639], [-6.8221, -0.3891, 6.0844], [-5.0270, 1.7769, -4.2710], [4.1149, 1.1890, 0.2709], [3.1449, -3.1009, -2.3855], [-5.3786, -0.4803, 4.0442], [8.6500, 2.6859, -2.1638], [1.4178, -5.4325, -1.1372], [-4.5130, 0.4829, -0.4436], [-5.2693, 1.6179, -2.7265], [1.9266, -5.1024, -2.5915], [-4.7267, -1.6670, 6.0385], [5.2263, 0.5388, -0.3498], [2.0460, 2.7909, 0.1024], [1.9204, -6.0432, -3.1856], [1.1529, -4.4531, -3.0725], [4.1205, 2.2060, 0.6924], [2.3284, -1.6730, -0.2460], [0.7499, 0.1249, 0.6392], [4.4624, -3.4801, -0.6139], [1.1779, -6.5149, -1.0224], [2.1538, -2.9149, -1.9135], [3.1906, -2.5160, -3.3383], [-5.0031, -1.9048, 7.0790], [-6.1801, 0.1593, 3.6789], [-4.4284, 0.0527, 3.9871], [2.1672, -5.1804, -0.3502], [5.2815, -2.7598, -2.0875], [1.7373, 0.6302, 2.0401], [0.4706, -4.8905, -0.9016], [-5.3127, -1.3767, 3.4243], [-7.7021, -0.7342, 5.5372], [-6.8133, 0.7030, 6.1017], [-6.8712, -0.7605, 7.1069], [1.2548, 2.8357, 1.6836]],
  "forces_ev_per_a": [[1.317, 0.837, 3.256], [-0.486, 0.091, 0.829], [-0.855, 0.052, 0.485], [-0.730, 0.782, -0.439], [-0.284, -1.129, 0.192], [0.393, -0.962, -0.174], [0.110, -0.813, 0.299], [0.595, 0.720, -0.369], [0.290, -0.561, 0.056], [0.653, 0.371, 0.595], [-0.852, 0.536, 0.379], [0.376, -0.225, 0.812], [-0.256, 0.069, 0.894], [-0.095, 0.139, -1.101], [0.226, 0.886, 0.313], [0.044, 0.398, -0.846], [0.494, -0.535, 0.462], [0.908, 0.015, -0.668], [-0.427, -0.847, 0.384], [0.848, -0.060, -0.046], [-0.672, -0.048, -0.309], [0.214, -0.730, -0.567], [0.378, -0.749, -0.629], [-0.284, 0.691, -0.155], [-0.052, 0.114, -0.143], [-0.858, -0.736, -1.463], [-0.584, -0.687, -1.274], [0.028, -0.124, 0.264], [0.027, 0.326, 0.001], [-1.124, 0.695, 0.509], [0.057, -0.049, 0.575], [-2.107, -0.279, 0.656], [-0.414, 0.985, 0.541], [-0.042, 0.758, 0.784], [-0.203, -0.172, 0.582], [1.920, 0.771, -0.724], [0.033, -0.342, 1.259], [2.466, 1.122, -0.548], [-0.518, -0.674, -1.257], [0.910, -0.313, -1.184], [0.213, -0.104, -0.391], [0.108, 0.037, -0.282], [-0.957, 1.430, -0.744], [-1.715, -2.954, -0.515], [-0.175, -0.490, 0.263], [0.209, -0.182, 0.112], [0.464, 0.506, -0.152], [-0.206, -0.015, 0.113], [-0.327, -0.858, 0.743], [-0.875, 0.480, 0.139], [-1.384, -0.781, 0.342], [-0.068, 0.024, 0.041], [0.457, 2.239, -0.048], [-0.948, -0.271, 0.001], [0.530, 0.762, 0.350], [0.793, -0.250, 0.138], [0.375, -0.592, -0.418], [0.750, 0.420, -0.158], [0.823, 0.297, 0.053], [-0.146, 0.339, -0.728], [0.308, 0.776, -0.145], [0.736, 0.282, -0.058], [0.067, -0.406, 0.659], [-0.055, 0.032, -0.006], [-0.008, -0.033, 0.104], [-0.048, -0.008, -0.119], [-0.414, -0.151, -0.652], [-0.521, -0.117, 0.667], [-0.123, -0.111, -0.795], [0.738, -0.299, -0.158], [0.042, 0.113, -0.110], [-0.084, 0.079, 0.126], [-0.145, -0.020, 0.086], [0.067, -0.021, -0.055], [0.078, -0.477, -0.631]],
  "lowdin_charge": [0.796, 0.144, 0.185, 0.137, 0.169, 0.149, 0.160, 0.148, 0.182, 0.194, 0.124, 0.127, 0.106, 0.141, 0.140, 0.132, 0.157, 0.162, 0.109, 0.157, 0.183, 0.140, 0.151, -0.154, 0.006, -0.254, -0.242, -0.202, 0.178, -0.066, -0.095, 0.071, -0.305, -0.302, -0.043, -0.397, -0.291, -0.071, -0.288, -0.434, -0.020, -0.056, -0.505, 0.119, -0.189, -0.052, -0.553, -0.070, -0.293, -0.314, -0.246, -0.354, -0.231, 0.130, 0.128, 0.121, 0.143, 0.159, 0.128, 0.155, 0.080, 0.108, 0.148, 0.133, 0.090, 0.080, 0.075, 0.151, 0.151, 0.074, 0.094, 0.090, 0.090, 0.084, 0.146]
}

=====

No. 2
{
  "formula": "C23H22FN2O6S2",
  "method": "wB97M-V/def2-TZVPD",
  "e_lumo_ha": 0.0612,
  "spin_multiplicity": 1,
  "charge": -1,
  "orbital_gap_ev": 4.011,
  "energy_ev": -63857.314,
  "symbols": ["S", "S", "F", "O", "O", "O", "O", "O", "O", "N", "N", "C", "C", "C", "C", "C", "C", "C", "C", "C", "C", "C", "C", "C", "C", "C", "C", "C", "C", "C", "C", "C", "C", "C", "H", "H", "H", "H", "H", "H", "H", "H", "H", "H", "H", "H", "H", "H", "H", "H", "H", "H", "H", "H", "H", "H"],
  "coordinates": [[-0.4410, 0.6781, -4.3802], [2.5345, 0.6248, -4.0277], [0.7893, 1.0428, -2.0411], [0.6148, -0.9086, 3.4437], [2.2839, 0.5532, 2.9318], [-0.1775, 0.0121, -5.6230], [2.7495, 2.0429, -3.9124], [-0.6586, 2.0970, -4.2871], [2.5486, -0.0637, -5.2893], [0.9258, 0.2003, -3.2493], [-1.1158, 1.2035, 3.0515], [4.0280, 0.2257, -1.7379], [-3.2430, -2.1469, -3.6646], [-2.4015, 0.2558, -2.4783], [-1.7819, -0.2399, -3.6223], [-6.0169, 0.5479, 4.2726], [5.3519, -1.7734, -1.3592], [-3.4252, -0.4942, -1.8937], [-3.5843, 0.3733, 4.2959], [-4.8439, -0.0931, 4.7065], [4.1636, -1.5025, -3.4527], [-3.8317, -1.7061, -2.4715], [4.8806, -0.5255, -0.9231], [4.6151, 0.0694, 3.1227], [-2.2170, -1.4059, -4.2529], [-5.9268, 1.6922, 3.4650], [5.0168, -2.2467, -2.6358], [-4.6757, 2.1838, 3.0927], [0.9888, 0.1660, 3.0070], [0.0463, 1.2147, 2.5064], [3.2210, -0.4870, 3.2940], [-3.4806, 1.5143, 3.4677], [3.6426, -0.3024, -2.9679], [-2.1864, 1.9414, 2.9564], [5.3276, -0.7622, 3.1364], [-1.7406, -1.7259, -5.1769], [3.0597, -1.3569, 2.6392], [5.4103, -3.1955, -3.0084], [3.6518, 1.2034, -1.4402], [5.9872, -2.3739, -0.7069], [-7.0011, 0.1744, 4.5693], [-3.5686, -3.0690, -4.1489], [-4.6122, -2.3022, -1.9971], [-2.6651, -0.1389, 4.5844], [-2.0647, 1.2041, -2.0621], [0.4495, 1.9157, 1.7441], [-3.9021, -0.1231, -0.9847], [3.8905, -1.8420, -4.4493], [5.1800, -0.1247, 0.0480], [4.7276, 0.6152, 2.1750], [-6.8420, 2.2056, 3.1494], [3.0785, -0.8170, 4.3331], [-4.5923, 3.0987, 2.5032], [-4.9174, -0.9659, 5.3590], [4.8803, 0.7262, 3.9627], [-2.1302, 2.9106, 2.4267]],
  "forces_ev_per_a": [[-0.695, -0.137, 0.496], [0.191, -0.138, 0.390], [0.290, -1.110, -2.109], [1.070, -0.059, 0.236], [1.136, -0.856, 0.277], [0.306, 0.487, 0.489], [-0.191, -1.041, 0.045], [0.292, -1.017, 0.059], [-0.314, 0.565, 0.600], [0.091, 1.252, -0.062], [-1.666, -0.851, 0.562], [-0.030, -0.207, 0.038], [0.073, 0.237, 0.100], [0.050, -0.191, 0.026], [0.008, 0.329, -0.009], [-0.058, 0.049, 0.012], [-0.215, 0.278, -0.233], [-0.008, -0.048, -0.099], [-0.865, -0.240, 0.183], [0.367, 0.474, -0.440], [-0.112, -0.097, 0.199], [0.288, 0.291, -0.193], [0.001, -0.069, -0.191], [0.309, 0.045, 0.155], [0.102, -0.113, 0.216], [0.349, -0.124, 0.277], [-0.092, 0.234, 0.105], [0.027, -0.216, 0.243], [-2.696, 0.876, -0.637], [2.394, -0.273, -0.045], [-0.248, 0.181, -0.335], [0.354, -0.014, -0.056], [0.068, 0.346, 0.030], [0.144, 0.819, -0.497], [0.016, 0.085, -0.049], [-0.106, 0.038, 0.246], [-0.038, 0.211, 0.200], [-0.108, 0.319, 0.213], [0.093, -0.265, 0.074], [-0.136, 0.211, -0.190], [0.329, 0.070, -0.056], [0.038, 0.264, 0.217], [0.200, 0.209, -0.128], [-0.260, 0.153, -0.089], [-0.144, -0.261, 0.054], [-0.348, 0.059, 0.534], [0.163, -0.174, -0.251], [0.030, 0.042, 0.265], [-0.132, -0.222, -0.320], [-0.081, -0.113, 0.309], [0.348, -0.156, 0.085], [-0.218, 0.113, -0.311], [-0.052, -0.251, 0.016], [0.051, 0.197, -0.189], [-0.089, 0.024, -0.349], [-0.273, -0.224, -0.112]],
  "lowdin_charge": [0.708, 0.710, -0.109, 0.031, -0.046, -0.291, -0.268, -0.266, -0.292, -0.165, -0.013, -0.042, -0.073, -0.045, -0.283, -0.157, -0.064, -0.048, -0.053, -0.121, -0.056, -0.064, -0.053, -0.092, -0.061, -0.140, -0.070, -0.086, -0.523, -0.164, -0.249, -0.237, -0.280, -0.202, 0.069, 0.110, 0.119, 0.107, 0.123, 0.106, 0.076, 0.105, 0.107, 0.102, 0.122, 0.089, 0.118, 0.112, 0.094, 0.058, 0.085, 0.121, 0.090, 0.085, 0.075, 0.088]
}